(1)
{
  "formula": "C5H11NS2",
  "method": "wB97M-V/def2-TZVPD",
  "total_energy_ha": -1048.2175,
  "smiles": "[S-]CCCNCC[S-]",
  "relative_energy_kcal_mol": 1.4,
  "spin_multiplicity": 1,
  "lumo_ev": 5.7,
  "total_charge": -2,
  "homo_ev": -0.413,
  "species": ["C", "C", "S", "C", "N", "C", "C", "S", "H", "H", "H", "H", "H", "H", "H", "H", "H", "H", "H"],
  "coordinates": [[-1.7121, -1.0219, 0.5290], [-1.8575, -0.5672, 1.9852], [-3.5544, -0.8262, 2.6648], [-0.2550, -0.9208, 0.0389], [0.1428, 0.3210, -0.5783], [1.5277, 0.3559, -1.0649], [1.9409, 1.7594, -1.4797], [3.6569, 1.7375, -2.1705], [-1.9579, -2.0819, 0.4925], [-2.3371, -0.4012, -0.0966], [-1.1857, -1.1557, 2.6114], [-1.6498, 0.5027, 2.0524], [-0.0811, -1.7048, -0.7134], [0.4293, -1.1937, 0.8637], [0.0243, 1.0565, 0.1118], [1.6033, -0.2984, -1.9271], [2.1926, -0.0458, -0.3283], [1.2902, 2.0092, -2.3195], [1.7825, 2.4754, -0.6714]],
  "forces_ev_per_angstrom": [[1.313, 0.243, 0.730], [-1.002, -0.203, -0.083], [0.040, 0.012, -0.058], [0.333, -0.832, -0.380], [-0.465, 0.655, 0.097], [-0.922, 0.342, 0.017], [0.411, -0.760, -0.980], [-0.100, 0.276, 0.327], [-0.521, 0.031, -0.168], [-0.411, -0.170, -0.327], [0.310, 0.256, -0.039], [0.360, -0.028, 0.119], [-0.072, 0.058, -0.042], [-0.059, -0.008, 0.152], [0.031, 0.095, -0.099], [0.014, -0.118, -0.264], [0.796, -0.224, 0.715], [-0.201, 0.338, 0.197], [0.146, 0.036, 0.086]],
  "nbo_charge": [-0.42, -0.51, -0.78, -0.20, -0.64, -0.22, -0.51, -0.77, 0.19, 0.20, 0.17, 0.17, 0.16, 0.14, 0.34, 0.18, 0.15, 0.18, 0.17]
}

***

(2)
{
  "formula": "C46H104F3MgN6O20",
  "method": "wB97M-V/def2-TZVPD",
  "total_energy_ha": -4147.8402,
  "spin_multiplicity": 1,
  "lumo_ev": -1.4,
  "total_charge": 1,
  "homo_ev": -10.461,
  "species": ["Mg", "C", "O", "O", "C", "F", "F", "F", "C", "C", "H", "H", "H", "H", "H", "H", "C", "O", "C", "C", "O", "C", "C", "O", "C", "H", "H", "H", "H", "H", "H", "H", "H", "H", "H", "H", "H", "H", "H", "C", "O", "C", "C", "O", "C", "C", "O", "C", "H", "H", "H", "H", "H", "H", "H", "H", "H", "H", "H", "H", "H", "H", "C", "O", "C", "C", "O", "C", "C", "O", "C", "H", "H", "H", "H", "H", "H", "H", "H", "H", "H", "H", "H", "H", "H", "C", "O", "C", "C", "O", "C", "C", "O", "C", "H", "H", "H", "H", "H", "H", "H", "H", "H", "H", "H", "H", "H", "H", "C", "C", "O", "N", "C", "H", "H", "H", "H", "H", "H", "H", "C", "C", "O", "N", "C", "H", "H", "H", "H", "H", "H", "H", "C", "C", "O", "N", "C", "H", "H", "H", "H", "H", "H", "H", "C", "C", "O", "N", "C", "H", "H", "H", "H", "H", "H", "H", "C", "C", "O", "N", "C", "H", "H", "H", "H", "H", "H", "H", "C", "C", "O", "N", "C", "H", "H", "H", "H", "H", "H", "H"],
  "coordinates": [[-11.4290, -14.9510, 23.5552], [-11.1828, -16.7306, 21.1813], [-10.0856, -17.4073, 21.7530], [-11.9162, -16.0876, 22.1053], [-10.7395, -15.8824, 19.9969], [-10.1906, -14.7135, 20.4280], [-9.7713, -16.5057, 19.3457], [-11.8037, -15.5925, 19.2253], [-10.2929, -18.7996, 22.0510], [-9.4981, -19.0028, 23.3241], [-8.4572, -19.0425, 23.1298], [-9.6423, -18.2132, 24.1095], [-9.7405, -19.9717, 23.7583], [-10.0268, -19.4230, 21.1963], [-11.3365, -18.9976, 22.3097], [-11.7146, -17.5099, 20.7543], [-14.9304, -21.4009, 26.6554], [-15.2083, -20.1698, 25.9778], [-16.3038, -20.1499, 25.0844], [-16.1833, -18.8973, 24.2997], [-15.1291, -19.0010, 23.3584], [-14.7884, -17.7250, 22.8367], [-15.2808, -17.6067, 21.4357], [-16.6831, -17.8383, 21.3669], [-17.0904, -18.0787, 20.0785], [-13.8828, -21.1199, 27.0131], [-14.8712, -22.2029, 25.8933], [-15.7549, -21.6509, 27.4488], [-17.2164, -20.1986, 25.6555], [-16.1807, -21.0178, 24.4584], [-16.0226, -18.1852, 25.1009], [-17.1807, -18.7164, 23.8053], [-13.6887, -17.6564, 22.9495], [-15.2378, -16.9780, 23.4928], [-14.8013, -18.4130, 20.8370], [-14.9884, -16.7023, 20.9313], [-16.7372, -17.2863, 19.3441], [-18.1658, -18.1828, 20.1745], [-16.5424, -18.9680, 19.7197], [-5.5617, -18.8585, 22.4084], [-6.2481, -17.8247, 21.6472], [-5.7454, -17.7127, 20.2705], [-4.3568, -17.1297, 20.1956], [-4.3272, -15.7602, 20.6409], [-2.9986, -15.2930, 20.7310], [-3.1594, -13.8109, 20.4918], [-3.4187, -13.4787, 19.0972], [-4.6892, -13.1369, 18.6315], [-6.3366, -19.2968, 22.9989], [-4.7495, -18.4141, 22.9410], [-5.2317, -19.5915, 21.6387], [-6.4644, -17.1732, 19.6604], [-5.6816, -18.6358, 19.8063], [-4.0307, -17.1464, 19.1552], [-3.6815, -17.7802, 20.8075], [-2.3972, -15.9372, 20.0344], [-2.6182, -15.4555, 21.7455], [-2.1408, -13.3175, 20.6720], [-3.7669, -13.3107, 21.1929], [-5.5888, -13.7818, 18.7688], [-4.4562, -13.2188, 17.5474], [-4.9552, -12.0930, 18.8617], [-16.1283, -9.8738, 16.3565], [-14.8890, -10.5235, 16.5452], [-14.3743, -11.2005, 15.3909], [-14.4798, -12.7264, 15.5867], [-13.5113, -13.0564, 16.4966], [-13.7924, -14.4016, 16.9603], [-14.7872, -14.4121, 18.0464], [-16.1183, -14.0318, 17.6705], [-16.7481, -13.1496, 18.5562], [-16.2302, -9.2907, 15.3897], [-15.9936, -9.0759, 17.0593], [-17.0235, -10.4533, 16.5432], [-13.3179, -10.9879, 15.3145], [-14.8274, -10.9348, 14.3865], [-14.3306, -13.1024, 14.5741], [-15.5147, -12.9390, 15.8942], [-12.8911, -14.9047, 17.3287], [-14.1722, -14.9190, 16.0603], [-14.4711, -13.7436, 18.8121], [-14.8305, -15.4131, 18.5390], [-16.2711, -12.2230, 18.7823], [-16.8869, -13.6778, 19.5388], [-17.7201, -13.0429, 18.1366], [-11.2541, -20.2602, 29.1464], [-11.0382, -20.4921, 27.7773], [-11.0264, -21.8577, 27.4420], [-10.8255, -22.0365, 25.9698], [-11.9911, -21.5049, 25.3178], [-12.3136, -22.0899, 24.0773], [-12.8966, -23.4670, 24.1821], [-11.8612, -24.4297, 24.5415], [-12.3208, -25.7623, 24.6483], [-10.4149, -20.4862, 29.7892], [-12.1272, -20.8138, 29.5431], [-11.5118, -19.2417, 29.2721], [-11.9313, -22.3564, 27.7994], [-10.2371, -22.3670, 27.9216], [-10.7045, -23.1158, 25.6980], [-9.8946, -21.5511, 25.6222], [-11.3619, -22.1652, 23.4501], [-13.0888, -21.4393, 23.6253], [-13.2898, -23.8183, 23.2102], [-13.6822, -23.3659, 24.9775], [-11.4940, -26.4976, 24.5189], [-12.9373, -26.0654, 23.8197], [-12.8183, -25.9394, 25.5844], [-9.3312, -17.0407, 26.2015], [-10.6656, -17.0052, 25.7002], [-11.1255, -16.1651, 24.9689], [-11.3229, -18.1848, 25.9738], [-12.5577, -18.4780, 25.3029], [-9.2034, -16.2945, 26.9404], [-8.5722, -16.9049, 25.4239], [-9.0417, -17.9526, 26.6576], [-10.9491, -18.8362, 26.6665], [-12.9746, -19.3598, 25.6415], [-12.5071, -18.5448, 24.2016], [-13.3175, -17.7283, 25.5637], [-19.4650, -14.3116, 23.1628], [-18.6209, -13.5277, 24.1161], [-17.7171, -12.8356, 23.6309], [-18.8557, -13.5272, 25.4011], [-18.0495, -12.6587, 26.2732], [-18.7808, -14.7719, 22.5342], [-20.1071, -13.6011, 22.6313], [-20.0443, -15.1109, 23.6748], [-19.7749, -13.7860, 25.8014], [-18.7186, -12.5521, 27.1561], [-17.8269, -11.7060, 25.7866], [-17.1519, -13.1065, 26.5599], [-7.9562, -12.3282, 24.1288], [-8.5499, -13.4699, 23.3748], [-9.6933, -13.8990, 23.7603], [-8.0465, -13.9190, 22.2412], [-6.6611, -13.6747, 21.8676], [-7.2068, -11.8294, 23.5851], [-7.5895, -12.7324, 25.0751], [-8.7600, -11.6587, 24.3619], [-8.4721, -14.7622, 21.8674], [-6.0197, -13.6271, 22.7618], [-6.6058, -12.6308, 21.4169], [-6.3160, -14.3918, 21.1431], [-14.7037, -14.2244, 22.2651], [-14.2013, -13.3762, 23.4193], [-13.0452, -13.6487, 23.9146], [-14.9535, -12.3795, 23.9373], [-14.3539, -11.2547, 24.6854], [-14.3053, -13.6994, 21.3556], [-15.8259, -14.1924, 22.0847], [-14.2288, -15.1987, 22.3946], [-15.8360, -12.2236, 23.5060], [-13.5709, -10.8638, 24.0981], [-13.8391, -11.6254, 25.6187], [-15.2057, -10.6467, 24.9686], [-8.7746, -21.3137, 16.8846], [-10.0541, -22.0236, 17.2009], [-11.1229, -21.4477, 17.1520], [-9.8903, -23.3285, 17.4897], [-11.0874, -24.2236, 17.6176], [-9.0460, -20.3514, 16.4175], [-8.0969, -21.8177, 16.1886], [-8.2455, -21.0148, 17.7902], [-8.9222, -23.6205, 17.4999], [-11.8318, -23.8209, 18.3215], [-10.6533, -25.1967, 17.8746], [-11.4938, -24.2669, 16.5938], [-6.8725, -23.4515, 23.6775], [-7.5068, -22.6863, 22.5304], [-8.6479, -22.2347, 22.5747], [-6.6685, -22.4399, 21.4746], [-7.1768, -21.5792, 20.4470], [-7.0645, -24.5737, 23.6917], [-7.1612, -23.0149, 24.6309], [-5.8168, -23.5010, 23.8025], [-5.6845, -22.5789, 21.6054], [-7.3257, -20.5316, 20.7638], [-8.1736, -21.9898, 20.1608], [-6.5069, -21.4879, 19.6382]],
  "forces_ev_per_angstrom": [[-0.231, 0.661, -0.526], [0.020, -0.170, 1.414], [0.766, 0.413, -0.280], [0.016, 0.956, -0.160], [0.256, 0.277, 1.731], [-0.258, 0.279, -0.285], [-0.116, -0.092, -1.223], [0.781, -0.061, -0.141], [-0.069, 1.280, 1.057], [-0.342, -0.447, 0.770], [1.126, 0.118, -0.372], [-0.212, -0.878, -1.377], [-0.130, -0.091, 0.144], [0.283, -0.101, 0.153], [-0.237, 0.207, -0.308], [-1.784, -1.587, -1.386], [-0.041, 1.159, 0.140], [0.068, -0.013, 0.590], [1.202, -0.947, 0.404], [-1.502, -0.603, -0.512], [-0.501, 0.161, 0.772], [0.450, -0.257, 0.825], [0.041, -1.587, -0.955], [1.058, 1.158, 1.676], [0.887, 0.125, -1.379], [-1.517, -1.259, 0.255], [-0.064, 0.156, 0.633], [1.704, 0.410, -1.168], [-0.708, 0.021, 0.033], [-0.445, -0.557, -0.586], [0.335, 0.949, -0.256], [0.991, 0.161, 0.222], [-0.564, 0.431, -0.685], [0.030, 0.333, -0.111], [-0.019, 0.168, 0.285], [-0.005, 0.803, -0.054], [-0.856, -0.341, 0.781], [-0.079, -0.148, -0.802], [-0.722, -0.249, -0.120], [-0.875, 0.598, -2.747], [0.556, -0.164, -1.289], [-0.222, 1.764, 2.049], [-0.168, 0.508, 0.718], [-0.634, -1.861, -0.082], [-0.836, -0.193, -0.123], [3.840, 0.927, -2.167], [0.345, -1.061, 2.091], [-0.263, 0.221, -1.859], [-0.106, -0.367, 0.801], [0.579, -0.059, 0.592], [0.222, 0.041, 0.892], [-0.189, 0.503, 0.390], [0.042, -2.394, -0.671], [0.190, -0.174, -0.159], [-0.235, 0.583, -0.360], [0.019, 1.404, 0.258], [0.146, -0.009, 0.073], [-1.102, -0.676, -0.201], [-1.417, 0.207, 0.711], [0.911, -0.054, 0.642], [-0.825, 0.507, 0.353], [0.025, -0.229, 0.096], [0.824, 1.671, -0.640], [0.001, -0.427, -1.593], [-0.561, -0.911, -0.246], [-1.259, 2.951, -1.534], [0.492, -1.910, 1.354], [0.305, 0.273, -1.524], [-1.492, -0.781, 1.129], [1.120, -0.117, -0.551], [-0.492, -2.143, 1.376], [0.249, -1.109, 0.558], [-0.903, 0.516, 0.782], [-0.080, -0.412, 0.036], [0.383, 0.313, 0.075], [0.010, 0.133, 1.322], [0.318, -0.828, -0.087], [0.461, -0.208, 0.024], [-0.034, 0.416, -0.288], [0.196, -0.374, 0.511], [0.536, 0.756, 0.721], [0.050, 0.315, -0.446], [0.685, 0.837, -0.396], [0.001, 0.415, -0.432], [-0.838, 0.612, -0.169], [-0.905, -0.768, 0.368], [0.046, 0.291, 0.083], [-0.394, -0.166, -0.504], [-0.346, -0.701, -0.860], [0.378, -0.097, 0.369], [1.439, 0.085, -1.154], [0.130, -1.063, 0.657], [-0.520, 0.408, -0.135], [0.981, -0.525, -0.587], [0.548, -0.232, -0.029], [0.285, -0.091, -0.346], [-0.067, 1.219, 0.015], [-0.318, 0.145, -0.218], [1.338, -0.510, 0.877], [-0.171, 0.835, 0.552], [-0.383, 0.232, 0.079], [-1.197, 0.361, 0.360], [0.565, -0.185, 0.022], [-0.278, 0.428, 0.396], [0.448, -0.786, -0.701], [-0.016, 0.896, 0.561], [-0.882, 0.293, -0.422], [-0.358, -0.127, 0.474], [2.733, 0.788, 0.319], [-1.439, -5.024, 0.863], [-1.008, 1.586, -0.622], [0.391, 1.892, -0.542], [-0.714, 1.671, -0.474], [0.362, 1.129, 0.712], [-0.351, 0.428, -0.088], [-0.172, -1.045, 0.482], [-0.176, 0.061, -0.532], [-0.456, -1.930, 0.712], [0.503, 0.158, 0.558], [0.178, 0.144, -0.278], [-1.618, 0.012, 1.949], [0.447, 0.792, -2.409], [0.182, -0.230, 0.192], [-0.856, 0.188, 2.594], [-2.589, 0.461, 0.185], [1.045, -0.828, -1.568], [0.077, -0.366, -0.025], [0.086, 0.629, -0.393], [1.107, -0.108, -0.870], [0.910, 0.428, -0.330], [-0.264, -0.091, 0.141], [1.450, -0.874, 0.406], [-0.382, -1.226, 0.528], [-3.145, -0.254, -0.129], [1.100, 0.233, -0.279], [0.954, -0.809, 0.452], [0.125, 2.383, -0.100], [1.034, 0.604, -0.462], [0.210, 0.186, -0.042], [-0.414, 0.352, 0.115], [-0.177, 0.263, 0.010], [-0.079, -0.461, -0.440], [0.081, -1.274, 0.246], [0.137, -0.301, 0.000], [-0.661, 1.439, -0.428], [0.714, -0.267, 1.245], [-1.131, 0.481, -0.847], [2.159, -0.821, -0.574], [-0.467, -2.401, 1.622], [0.020, -0.707, 0.605], [1.319, -0.329, 0.721], [-0.372, 0.113, -0.457], [-0.890, -0.054, -0.169], [0.549, 1.231, -0.718], [-0.760, 0.220, -0.839], [0.432, 0.625, -0.145], [0.392, 1.672, -0.467], [0.225, 0.138, -0.391], [-0.402, -0.217, 0.166], [-0.899, -0.079, 0.487], [1.682, 0.469, -0.915], [0.030, -0.454, 0.088], [-0.144, -0.224, 0.305], [0.124, -0.322, 0.094], [-0.540, -0.599, 0.077], [0.512, -0.280, -0.219], [-0.659, 0.130, 0.206], [-0.318, -0.201, 0.587], [-0.659, -1.764, 0.848], [0.488, 0.481, 0.403], [0.789, -0.655, -0.055], [-0.605, 0.007, 0.630], [-1.507, 0.458, 0.307], [-0.624, 1.450, -0.160], [-0.679, -0.140, -0.051], [1.267, 0.644, -0.861], [0.084, -0.077, -0.059], [-0.193, -0.349, 0.346], [0.794, 0.500, -0.173], [0.753, -0.477, -1.129]],
  "lowdin_charge": [0.77, -0.45, -0.08, -0.18, -0.54, 0.12, 0.17, 0.15, -0.19, -0.03, 0.04, 0.06, 0.06, 0.13, 0.11, 0.13, -0.08, -0.23, -0.21, -0.21, -0.11, -0.20, -0.20, -0.19, -0.13, 0.09, 0.06, 0.12, 0.13, 0.12, 0.13, 0.15, 0.10, 0.12, 0.14, 0.10, 0.10, 0.09, 0.09, -0.07, -0.20, -0.17, -0.18, -0.17, -0.19, -0.16, -0.18, -0.14, 0.06, 0.08, 0.09, 0.13, 0.08, 0.13, 0.13, 0.14, 0.13, 0.15, 0.10, 0.08, 0.10, 0.08, -0.12, -0.18, -0.18, -0.26, -0.10, -0.16, -0.20, -0.20, -0.11, 0.10, 0.07, 0.08, 0.11, 0.14, 0.12, 0.13, 0.12, 0.14, 0.10, 0.13, 0.08, 0.09, 0.08, -0.09, -0.20, -0.21, -0.15, -0.17, -0.19, -0.17, -0.22, -0.11, 0.09, 0.10, 0.07, 0.13, 0.11, 0.13, 0.13, 0.14, 0.14, 0.14, 0.12, 0.10, 0.07, 0.08, 0.01, -0.53, 0.03, 0.08, -0.04, 0.09, 0.11, 0.09, 0.11, 0.04, 0.08, 0.11, 0.02, -0.57, -0.01, 0.02, -0.04, 0.05, 0.10, 0.10, 0.16, 0.10, 0.08, 0.06, 0.04, -0.45, -0.06, 0.07, -0.05, 0.06, 0.11, 0.10, 0.14, 0.10, 0.11, 0.06, 0.03, -0.42, -0.06, 0.04, -0.03, 0.11, 0.10, 0.05, 0.08, 0.07, 0.10, 0.09, -0.01, -0.60, 0.05, 0.00, -0.04, 0.09, 0.08, 0.06, 0.13, 0.09, 0.08, 0.09, -0.01, -0.52, 0.03, 0.01, -0.10, 0.11, 0.07, 0.05, 0.13, 0.08, 0.10, 0.07]
}

***

(3)
{
  "formula": "C3H4Cl3OP",
  "method": "wB97M-V/def2-TZVPD",
  "total_energy_ha": -1913.8951,
  "smiles": "C=C(CCl)P(=O)(Cl)Cl",
  "relative_energy_kcal_mol": 10.9,
  "spin_multiplicity": 1,
  "lumo_ev": 0.3,
  "total_charge": 0,
  "homo_ev": -10.459,
  "species": ["C", "C", "C", "O", "P", "Cl", "Cl", "Cl", "H", "H", "H", "H"],
  "coordinates": [[0.7405, -0.8797, 0.3942], [-0.4284, -0.6016, -0.0497], [-0.9712, 1.0463, -0.2483], [-2.7699, -1.6441, -1.2085], [-1.7806, -1.8827, -0.2167], [-2.6060, 0.9324, 0.4474], [-0.7735, -3.5445, -0.6385], [-2.5511, -2.3957, 1.5697], [1.1008, -1.8587, 0.5201], [1.5382, -0.1011, 0.7078], [-0.5948, 1.5870, 0.5369], [-0.7923, 1.5655, -1.2276]],
  "forces_ev_per_angstrom": [[3.758, 1.673, 1.348], [-3.806, 3.371, -1.156], [0.023, -4.070, -0.413], [-1.970, 0.732, -1.950], [2.186, 0.226, 1.060], [-0.946, 0.608, -0.643], [0.682, -0.703, -0.078], [0.182, 0.324, 0.258], [0.106, -1.301, 0.309], [-1.554, -1.048, -0.906], [2.083, 1.216, 1.378], [-0.743, -1.028, 0.794]],
  "nbo_charge": [-0.35, -0.36, -0.36, -1.05, 1.78, -0.04, -0.26, -0.24, 0.22, 0.22, 0.21, 0.24]
}